(1)
DFT (the ωB97M-V functional and the def2-TZVPD basis) results for a structure of composition C45H42N8O11S.

Geometry as XYZ:
```
107
Properties=species:S:1:pos:R:3:forces:R:3
C 8.63095 0.58854 0.78642 0.213 0.659 -0.765
C 7.82178 1.19423 0.08917 -2.186 -0.971 0.954
C 6.44152 1.52479 -0.54441 -0.144 -0.209 -2.284
C 6.26807 1.10031 -1.95209 -1.377 1.315 2.306
C 4.92889 1.36583 -2.61362 -0.126 0.359 0.637
N 4.56213 1.03895 -3.92450 -0.969 1.480 3.366
S 2.99022 1.58736 -4.07936 1.240 0.346 1.712
N 2.66880 2.28622 -2.58490 3.006 -1.430 -0.069
C 3.81229 2.09132 -1.80830 0.134 -0.230 -0.910
C 3.98156 2.52306 -0.36928 3.372 -1.297 0.561
C 2.92187 3.22825 0.54872 0.601 0.632 -0.677
C 1.42143 3.17287 0.07111 -0.296 1.714 0.962
N 0.71580 1.87222 0.20762 1.590 -1.280 -1.043
C 0.04745 1.39379 -1.02948 -1.949 -0.118 0.504
C -1.25077 0.56491 -0.55062 -0.106 0.192 -0.582
C 1.45113 0.85237 0.90066 0.815 -1.124 1.616
C 2.15080 -0.38871 0.16796 -0.845 0.485 -1.482
O 1.60106 0.88198 2.12971 -0.310 0.565 -2.050
C 5.32475 2.24794 0.24402 -0.950 -0.501 -1.734
C 5.66037 2.68324 1.71507 -0.965 0.327 -0.298
H 9.52552 0.09369 1.23964 -1.504 0.871 -0.645
H 7.12011 0.60914 -2.48895 -1.192 0.593 0.615
H 3.08305 2.88714 1.62310 -0.554 0.235 -1.513
H 3.20989 4.33648 0.56700 -0.445 -1.315 -0.075
H 0.85349 3.92103 0.72655 0.837 -0.867 -0.716
H 1.30308 3.59001 -0.98154 0.365 -0.926 1.295
H -0.37143 2.30555 -1.56099 0.827 -1.079 0.553
H 0.69889 0.80112 -1.73244 -0.658 0.664 0.730
H -2.08385 0.70447 -1.31639 1.136 -0.396 0.965
H -1.04146 -0.54057 -0.42919 -0.204 1.209 -0.100
H -1.65133 0.97600 0.43347 0.693 -0.461 -1.270
H 1.41148 -1.24304 0.00837 0.909 1.061 0.459
H 3.06501 -0.75208 0.71130 -1.171 0.577 -0.245
H 2.46289 -0.08067 -0.88599 -0.298 -0.391 1.352
H 6.64015 2.29412 2.10565 -1.011 0.388 -0.716
H 5.64402 3.82149 1.75595 0.186 -1.356 0.015
H 4.83350 2.34679 2.42253 1.056 0.282 -0.867
C 0.90685 -2.46270 3.00207 0.038 0.102 0.009
C -0.36265 -2.91626 3.34063 0.199 -0.060 -0.047
C -0.64071 -4.27703 3.33294 -0.174 -0.030 0.055
C 0.36351 -5.17507 2.98835 0.117 0.675 0.011
C 1.63406 -4.72911 2.64096 0.195 -0.058 -0.057
C 1.90285 -3.36643 2.64829 -0.224 -0.054 0.055
N 0.08214 -6.61439 3.00303 -0.102 -0.430 0.000
O -1.04828 -6.96962 3.29421 0.387 0.137 -0.106
O 0.99575 -7.37516 2.72687 -0.290 0.266 0.077
H 1.12140 -1.39808 3.01447 0.012 -0.075 -0.038
H -1.13523 -2.20757 3.61331 0.019 -0.147 -0.040
H -1.63391 -4.61860 3.59858 0.160 -0.136 -0.049
H 2.41819 -5.42458 2.36698 -0.217 -0.083 0.070
H 2.89063 -3.00761 2.38177 -0.071 -0.070 0.019
C -3.04040 2.71046 6.08008 -0.006 -0.006 -0.003
C -4.35851 2.28214 6.19271 0.175 -0.064 -0.091
C -4.75426 1.08803 5.60486 -0.192 -0.010 0.056
C -3.81970 0.32871 4.91026 0.224 0.591 0.287
C -2.50157 0.75376 4.78673 0.141 -0.090 -0.074
C -2.11428 1.95033 5.37492 -0.171 0.011 0.061
N -4.22721 -0.94524 4.30902 -0.213 -0.305 -0.118
O -5.39426 -1.27880 4.41916 0.436 0.124 -0.062
O -3.37168 -1.60116 3.73473 -0.294 0.187 0.138
H -2.73318 3.64120 6.54521 -0.028 -0.080 -0.051
H -5.07733 2.87905 6.74229 0.031 -0.086 -0.064
H -5.78360 0.76405 5.69895 0.158 -0.135 -0.108
H -1.77038 0.16842 4.24221 -0.194 -0.035 0.017
H -1.08856 2.28955 5.28706 -0.082 -0.081 -0.039
C 12.09109 -1.93772 -5.34953 0.008 -0.004 -0.008
C 11.71425 -2.25864 -4.05042 -0.024 0.153 -0.128
C 10.93594 -1.37530 -3.31397 -0.025 -0.100 0.158
C 10.53722 -0.17508 -3.89091 0.388 -0.432 -0.355
C 10.91591 0.15662 -5.18640 -0.027 0.144 -0.141
C 11.69664 -0.73072 -5.91554 -0.025 -0.104 0.183
N 9.69434 0.74913 -3.12547 -0.064 0.239 0.165
O 9.39508 0.43422 -1.98185 0.282 0.067 -0.826
O 9.33538 1.77768 -3.67358 0.089 -0.372 0.200
H 12.69451 -2.63237 -5.92429 -0.048 0.066 0.055
H 12.02535 -3.20026 -3.61273 -0.048 0.101 -0.001
H 10.64803 -1.63564 -2.30264 -0.082 0.198 -0.100
H 10.61159 1.09289 -5.63848 -0.074 -0.060 0.218
H 11.99529 -0.48356 -6.92774 -0.050 0.020 0.097
C -6.53154 -3.00501 -2.08495 0.011 0.007 0.001
C -5.69449 -2.52005 -1.08618 -0.093 0.052 -0.167
C -5.22223 -1.21553 -1.14747 0.105 0.035 0.176
C -5.59890 -0.40428 -2.21226 -0.215 -0.637 0.063
C -6.42925 -0.88433 -3.21910 -0.077 0.044 -0.185
C -6.89491 -2.19069 -3.15173 0.107 -0.002 0.140
N -5.12323 0.98126 -2.26670 0.119 0.337 -0.038
O -4.38102 1.36140 -1.37480 -0.302 -0.071 -0.293
O -5.49897 1.67662 -3.19660 0.106 -0.220 0.321
H -6.90363 -4.02256 -2.03108 0.031 0.097 -0.008
H -5.41272 -3.15910 -0.25712 0.004 0.103 -0.053
H -4.57082 -0.84810 -0.36348 -0.063 0.130 -0.164
H -6.72174 -0.25768 -4.05330 0.134 0.078 0.161
H -7.54543 -2.57436 -3.92890 0.035 0.092 0.072
C -9.92006 2.71003 -0.21891 -0.002 0.006 0.008
C -11.23569 2.27196 -0.11568 0.184 -0.067 -0.091
C -11.61717 1.07187 -0.70145 -0.186 -0.007 0.057
C -10.67089 0.31680 -1.38440 0.195 0.597 0.295
C -9.35549 0.75131 -1.49846 0.152 -0.061 -0.064
C -8.98217 1.95373 -0.91254 -0.177 -0.015 0.055
N -11.06234 -0.96343 -1.98352 -0.168 -0.374 -0.172
O -12.22814 -1.30664 -1.88138 0.415 0.142 -0.027
O -10.19646 -1.61343 -2.54670 -0.241 0.209 0.151
H -9.62399 3.64528 0.24448 -0.026 -0.080 -0.051
H -11.96384 2.86579 0.42491 0.033 -0.085 -0.065
H -12.64471 0.74028 -0.61473 0.160 -0.136 -0.108
H -8.61560 0.16835 -2.03393 -0.214 -0.085 0.035
H -7.95802 2.30071 -0.99305 -0.076 -0.060 -0.034
```
Positions in Å, forces in eV/Å.

Spin multiplicity   1
Total charge   0
LUMO level   -1.00 eV
Kohn-Sham gap   7.5 eV
DFT total energy   -3403.20603 Ha

---

(2)
DFT (the ωB97M-V functional and the def2-TZVPD basis) results for a structure of composition C27H49F2NO2Si2Zn.

Geometry as XYZ:
```
84
Properties=species:S:1:pos:R:3:forces:R:3
O 0.74028 0.59297 -3.61389 0.315 -1.031 -1.079
O 5.23775 -2.29652 -3.56119 1.320 -0.621 0.243
C 0.19421 -0.45899 -4.45119 -0.070 0.209 0.442
C -0.77425 0.13684 -5.45567 0.079 0.208 -0.062
H -0.36319 -1.15661 -3.79990 0.414 0.112 -0.134
H 0.98323 -1.01422 -4.99800 -0.463 0.223 0.564
H -1.63033 0.62583 -4.97650 0.107 -0.283 0.018
H -1.11008 -0.65234 -6.13680 -0.137 0.179 0.063
H -0.27601 0.91732 -6.03233 0.071 -0.081 -0.133
C 2.16698 0.74566 -3.64846 0.208 0.301 0.615
C 2.90229 0.27621 -4.90712 0.261 -0.028 0.247
H 2.59003 0.21165 -2.77272 -0.086 0.242 -0.264
H 2.34088 1.83362 -3.48401 -0.133 -0.677 -0.100
H 3.26916 -0.75874 -4.82016 -0.263 0.303 -0.084
H 3.78942 0.90234 -5.05369 -0.150 -0.073 0.014
H 2.27108 0.37068 -5.78682 0.079 0.095 -0.164
C 5.53823 -1.73351 -2.29846 -0.151 0.446 0.075
C 4.79625 -3.64147 -3.46347 -0.603 -0.087 -0.223
C 6.22123 -0.39456 -2.50647 -0.171 0.171 0.004
H 6.19782 -2.34411 -1.64570 -0.407 -0.233 -0.573
H 4.56135 -1.60985 -1.80506 0.283 0.132 0.456
H 7.11860 -0.47849 -3.13766 -0.387 -0.111 0.096
H 6.54844 -0.00737 -1.53663 -0.146 0.085 -0.103
H 5.51191 0.31054 -2.95951 0.326 -0.037 0.053
C 5.07370 -4.35711 -4.77337 0.054 0.120 -0.029
H 3.71614 -3.54896 -3.27305 0.009 -0.590 0.085
H 5.25562 -4.23092 -2.64253 -0.041 0.655 -0.143
H 4.65267 -3.79058 -5.60713 0.093 -0.063 0.019
H 4.63234 -5.35456 -4.77597 -0.075 0.025 0.061
H 6.15293 -4.47700 -4.92566 -0.202 0.141 -0.004
H 0.63260 -2.03880 -0.48587 -0.074 0.839 -0.788
Zn -0.42418 1.03171 -0.58504 -0.081 -0.845 0.600
C 0.91438 -2.81090 -1.22128 -0.545 0.711 0.009
Si 0.81941 -4.05449 0.18019 0.145 1.256 -0.785
H 0.18207 -2.84678 -2.04595 -0.009 -0.050 0.552
H 1.85636 -2.49157 -1.66868 0.207 -0.332 0.250
C 0.45989 -5.64583 -0.73495 0.007 -0.747 0.490
C -0.62927 -3.40304 1.22712 -0.094 -0.157 -0.035
C 2.40334 -3.48851 1.08088 0.271 -0.443 0.235
C -0.66341 2.52938 -1.80714 -0.174 -0.204 0.136
Si 0.71079 3.47997 -0.97927 -0.288 0.549 -0.719
H -1.64754 3.03170 -1.72339 0.493 -0.154 0.357
H -0.51236 2.32929 -2.87024 0.248 -0.094 0.313
C 1.10744 4.76229 -2.29627 0.095 0.514 0.277
C 2.35308 2.64839 -0.51923 0.259 -0.223 -0.048
C 0.04672 4.12715 0.66101 -0.127 0.300 -0.066
H 3.15911 -3.11742 0.37142 -0.314 -0.201 0.053
H 2.90440 -4.23352 1.69751 -0.004 -0.087 0.127
H 2.15829 -2.64223 1.74711 -0.101 -0.321 -0.290
H -0.40937 -5.46037 -1.38384 0.263 0.161 0.173
H 0.19429 -6.50583 -0.11737 0.101 -0.074 0.023
H 1.29874 -5.93508 -1.37807 -0.095 0.101 0.095
H -1.46035 -3.05925 0.58604 0.277 -0.157 0.159
H -0.30154 -2.54293 1.83530 -0.018 -0.219 -0.304
H -1.03642 -4.13768 1.92240 -0.045 -0.089 0.025
H 3.16522 3.15009 -1.07020 -0.187 -0.183 0.155
H 2.42307 1.57220 -0.73840 -0.022 0.251 0.012
H 2.55037 2.77137 0.55802 -0.081 -0.043 -0.350
H 0.73759 4.87380 1.08335 -0.286 -0.137 -0.053
H -0.08066 3.33071 1.41114 0.110 0.134 -0.262
H -0.94005 4.58197 0.49137 0.247 0.061 0.180
H 1.45011 5.70897 -1.85911 0.042 -0.015 -0.327
H 0.18649 4.92020 -2.87500 0.303 0.165 0.164
H 1.87574 4.38152 -2.98436 -0.131 0.103 0.173
F 2.88697 0.62294 3.84462 -1.121 -0.253 -0.444
C 1.62599 0.53727 3.29069 0.434 -0.179 -0.004
C 1.50512 0.40846 1.90102 0.341 0.591 1.015
C 0.25366 0.52071 1.31003 -0.140 -0.994 -0.713
C -0.88999 0.39213 2.12636 0.663 0.626 1.149
C -0.71070 0.53005 3.52227 -0.609 0.457 -0.035
F -1.81765 0.72882 4.33294 0.885 -0.434 -0.426
C 0.52727 0.63241 4.14215 0.078 -0.055 -0.612
C -2.17702 0.07876 1.48599 -0.202 -0.115 -0.912
C -3.34690 -0.25114 2.17427 -0.037 0.187 -0.338
C -4.46661 -0.62909 1.44066 0.364 0.048 -0.208
C -4.36536 -0.77202 0.05550 0.366 0.011 -0.441
C -3.15737 -0.46096 -0.58166 -0.142 0.282 1.175
N -2.11611 0.01377 0.12508 -0.949 -0.698 0.263
H 2.42381 0.27271 1.33867 -0.102 0.382 -0.083
H 0.63381 0.78762 5.20956 -0.074 -0.009 -0.172
H -3.34363 -0.16844 3.25385 -0.258 -0.105 -0.248
H -5.40544 -0.81511 1.95001 0.070 -0.101 -0.076
H -5.19138 -1.11515 -0.55892 0.006 0.018 0.227
H -3.01091 -0.59290 -1.65833 -0.099 0.240 0.387
```
Positions in Å, forces in eV/Å.

Relative energy (zero: lowest compared OMol25 entry of this formula, charge and spin)   16.1 kcal per mole
Spin multiplicity   1
Total charge   0
LUMO level   -0.02 eV
Kohn-Sham gap   8.0 eV
DFT total energy   -3821.43086 Ha

---

(3)
DFT (the ωB97M-V functional and the def2-TZVPD basis) results for an isolated molecule of C5H10O.

Geometry as XYZ:
```
16
Properties=species:S:1:pos:R:3:forces:R:3
C -1.41979 -0.78917 -0.75596 -0.017 0.038 -0.018
C -0.40398 -0.97350 0.35350 -0.039 -0.245 -0.262
O -0.84739 -0.36457 1.58255 -0.118 -0.044 0.103
C 0.21511 0.59589 1.54119 0.220 0.332 0.129
C 0.87311 -0.09818 0.33992 0.092 -0.023 -0.015
C 1.21136 0.73160 -0.88633 -0.027 0.020 -0.038
H -2.34887 -1.30270 -0.48762 0.136 0.058 -0.041
H -1.05343 -1.20826 -1.70067 -0.038 0.059 0.139
H -1.65213 0.27040 -0.90641 0.037 -0.156 0.017
H -0.20789 -2.04407 0.50314 -0.032 0.150 -0.003
H -0.15942 1.60919 1.32897 0.052 -0.166 0.022
H 0.78811 0.61723 2.47654 -0.095 -0.006 -0.148
H 1.74711 -0.68278 0.64566 -0.135 0.077 -0.046
H 1.48287 0.09137 -1.73385 -0.036 0.098 0.120
H 2.06375 1.39006 -0.68378 -0.122 -0.095 -0.016
H 0.37085 1.36279 -1.19535 0.122 -0.100 0.056
```
Positions in Å, forces in eV/Å.

Relative energy (zero: lowest compared OMol25 entry of this formula, charge and spin)   24.9 kcal per mole
Spin multiplicity   1
Total charge   0
LUMO level   1.10 eV
Structure (SMILES)   C[C@@H]1OC[C@@H]1C
Kohn-Sham gap   10.6 eV
DFT total energy   -271.71296 Ha